Below is a cluster of 16 separate species, C33H44BCl45O2 in total in a non-equilibrium geometry, with properties calculated with wB97M-V/def2-TZVPD.

## Properties
Strongest force on any atom, hartree/bohr: 0.098
E_HOMO, eV: -8.2
E_LUMO, eV: 0.1
Energy, Ha: -22167.3938
Orbital gap, eV: 8.33

ORCA input file:
```
! RIJCOSX wB97M-V def2-TZVPD def2/J DEFGRID3
* xyz 0 1
C -0.93227 1.89951 -6.57523
C -1.95325 1.17906 -5.55947
O -3.07726 1.71533 -5.33491
O -1.67540 -0.06682 -4.91810
C -1.02729 0.12109 -3.62667
C -0.45465 -1.29337 -3.10304
C 1.15896 -1.27174 -2.85644
C 1.46889 -2.41721 -1.77482
C 2.98098 -2.44990 -1.22479
C 3.80821 -1.08722 -1.42894
C 3.30583 -0.04970 -0.31416
C 4.26624 1.21681 -0.08283
B 3.71637 2.23262 1.09101
C 2.20261 2.82120 1.16467
C 1.40855 2.15580 2.41402
C 1.11573 0.62548 2.49458
C 0.38879 -0.05357 3.70931
C -0.09059 0.80579 4.91285
C 0.15268 2.33152 4.83253
C 0.88510 3.02301 3.62161
C 1.04452 4.61052 3.70820
H -0.40566 1.06553 -7.18579
H -1.48457 2.60506 -7.30162
H -0.18601 2.48043 -5.93542
H -1.78796 0.49217 -2.84016
H -0.18333 0.89584 -3.68927
H -1.03949 -1.58610 -2.16743
H -0.67988 -2.09693 -3.89962
H 1.46356 -0.21859 -2.54581
H 1.61271 -1.60406 -3.86544
H 1.29117 -3.42624 -2.31603
H 0.67306 -2.35930 -0.95325
H 2.90476 -2.60784 -0.07985
H 3.50359 -3.37540 -1.64181
H 3.81127 -0.68542 -2.49646
H 4.90976 -1.33865 -1.18121
H 3.28145 -0.62343 0.68928
H 2.25826 0.32339 -0.57530
H 4.54326 1.77550 -1.05006
H 5.27186 0.81312 0.33053
H 4.46672 2.56453 1.95901
H 2.30604 3.95422 1.38992
H 1.60928 2.75403 0.18910
H 1.42466 -0.08206 1.65547
H 0.25200 -1.18994 3.68686
H -0.59820 0.24732 5.77867
H -0.22252 2.95432 5.71900
H 0.46191 5.06212 2.81799
H 2.12023 4.98454 3.73697
H 0.47681 4.98093 4.64542
C 8.53303 -0.59095 0.82378
Cl 7.36165 -1.85589 0.42552
Cl 8.76564 0.49710 -0.55209
Cl 8.00993 0.31356 2.25117
H 9.48571 -1.06592 1.04964
C -0.85419 -5.92105 -2.32075
Cl -1.34881 -7.39409 -1.47684
Cl -1.35141 -4.48874 -1.40914
Cl 0.89648 -5.91515 -2.58962
H -1.34922 -5.89890 -3.28990
C -1.17536 -2.22872 8.10334
Cl -1.12035 -3.91514 7.57158
Cl -0.45144 -1.16741 6.88242
Cl -2.84075 -1.73771 8.44382
H -0.59740 -2.13958 9.02133
C -0.32567 0.25547 -10.50031
Cl 0.15336 -0.67804 -11.92470
Cl 0.86599 0.06670 -9.20507
Cl -0.52760 1.96386 -10.91479
H -1.27951 -0.12578 -10.14735
C -2.79917 5.03619 5.37957
Cl -2.31067 4.08421 3.96865
Cl -1.61436 4.87970 6.68683
Cl -3.01106 6.73599 4.93859
H -3.75352 4.65323 5.73666
C -5.04452 -8.71833 -0.60511
Cl -4.43601 -7.39106 -1.60474
Cl -3.70690 -9.71987 -0.02072
Cl -5.99074 -8.09488 0.75346
H -5.69437 -9.33921 -1.21876
C -3.75249 -6.90981 6.59592
Cl -2.02666 -7.29069 6.68916
Cl -4.01842 -5.46423 5.61136
Cl -4.65777 -8.28240 5.94248
H -4.11364 -6.70953 7.60278
C 4.51465 3.38748 5.29009
Cl 3.14787 2.65813 4.42757
Cl 4.56009 2.82914 6.97149
Cl 6.04176 3.01685 4.47280
H 4.38047 4.46811 5.29167
C 6.92411 4.64799 9.34513
Cl 7.55629 5.95058 8.32800
Cl 8.24370 3.64353 9.96188
Cl 5.96820 5.30846 10.67994
H 6.27456 4.02334 8.73556
C -2.96931 10.52475 6.97410
Cl -4.68006 10.87055 7.26412
Cl -2.45983 9.09734 7.88708
Cl -2.66484 10.29975 5.24541
H -2.38508 11.37671 7.31625
C 4.13333 -0.54169 -12.46724
Cl 4.61393 -1.47706 -13.89031
Cl 5.31993 -0.73160 -11.16841
Cl 3.93421 1.16627 -12.88327
H 3.17608 -0.92175 -12.11479
C -8.19019 -5.24321 -2.49284
Cl -9.55389 -5.96999 -3.35491
Cl -8.13137 -5.82183 -0.82294
Cl -6.66944 -5.59296 -3.32712
H -8.33131 -4.16428 -2.47653
C -1.84376 -2.50344 -7.17948
Cl -0.11882 -2.88765 -7.09534
Cl -2.11091 -1.05043 -8.15655
Cl -2.75384 -3.86951 -7.83722
H -2.20067 -2.30609 -6.17000
C -4.93522 6.47050 9.97560
Cl -3.81116 5.99431 8.69457
Cl -6.05617 7.70809 9.39081
Cl -5.82189 5.06354 10.58032
H -4.35904 6.89124 10.79742
C -4.78407 -4.04428 -11.41582
Cl -5.29140 -5.34891 -10.33278
Cl -3.85600 -2.82709 -10.52919
Cl -3.83713 -4.68850 -12.76448
H -5.67550 -3.56848 -11.81983
*
```

=====

Below is a structure of composition C33H44CoN6O3S2 in a non-equilibrium geometry, with properties calculated with wB97M-V/def2-TZVPD.

## Properties
Strongest force on any atom, hartree/bohr: 0.025
E_HOMO (spin up / spin down), eV: -15.1 / -15.1
E_LUMO (spin up / spin down), eV: -9.4 / -9.4
Energy, Ha: -4016.4987
Orbital gap (spin up / spin down), eV: 5.71 / 5.74
Energy relative to the best compared isomer or geometry (same formula, charge and spin), eV: 0.000

ORCA input file:
```
! RIJCOSX wB97M-V def2-TZVPD def2/J DEFGRID3
* xyz 3 1
Co -1.66061 0.45327 0.69069
C 3.45486 2.92557 4.07314
C 2.23342 2.75510 3.20787
C 2.17833 3.24198 1.91753
C 1.02965 3.10903 1.11670
C 0.84305 3.71883 -0.16593
N 1.71932 3.95520 -1.08669
C 3.10781 3.45017 -1.18805
C 3.20027 1.92134 -1.14019
C 2.60211 1.18030 -2.33800
N 1.13837 1.11216 -2.28345
C 0.35143 1.39815 -3.27614
C -1.06612 1.36345 -3.25710
C -1.76596 1.75932 -4.41568
C -3.14294 1.81884 -4.47246
C -3.88390 2.21873 -5.72081
C -3.82732 1.50339 -3.30058
C -3.18530 1.09689 -2.12939
C -3.96320 0.79776 -0.97046
N -3.52005 0.45416 0.18966
C -4.51311 0.20255 1.24810
C -3.99832 -0.83936 2.22778
C -3.10040 -0.22045 3.26844
N -1.92879 0.42888 2.63933
C -1.14856 1.10071 3.39126
C -0.01490 1.86343 2.89982
C 1.10674 2.08092 3.68682
C -0.08348 2.38727 1.60265
O -1.12530 2.19238 0.82335
C -1.78330 0.96957 -2.09745
O -1.14836 0.47747 -1.08834
H 4.11761 3.69764 3.68732
H 4.02110 1.99338 4.12725
H 3.17860 3.19151 5.09286
H 3.02965 3.79922 1.54639
H -0.17504 4.00048 -0.42007
H 1.39232 4.50109 -1.87467
H 3.72034 3.88607 -0.40438
H 3.49953 3.82161 -2.13310
H 2.74835 1.54489 -0.21926
H 4.26226 1.67595 -1.10137
H 2.98927 0.16150 -2.35354
H 2.89305 1.65865 -3.27405
H 0.68893 0.72099 -1.44895
H 0.83516 1.73098 -4.19185
H -1.19123 2.02840 -5.29723
H -3.20437 2.37624 -6.55543
H -4.44686 3.13937 -5.56353
H -4.60088 1.44918 -6.00738
H -4.91130 1.57697 -3.30071
H -5.04393 0.86035 -1.09688
H -5.44038 -0.14619 0.79422
H -4.72748 1.14308 1.76206
H -3.47852 -1.63131 1.67396
H -4.83997 -1.30755 2.73683
H -2.75522 -0.97794 3.97498
H -3.66020 0.52644 3.83344
H -1.34121 1.11988 4.46528
H 1.12076 1.70101 4.70446
S -1.92730 -2.61081 -1.29535
C -0.75299 -3.59526 -1.94617
N -0.95490 -4.78624 -2.48326
C 0.14749 -5.45751 -3.17018
C 1.44042 -4.76804 -2.71943
S 0.93405 -3.14997 -2.03925
H -1.89342 -5.15781 -2.52595
H 0.01102 -5.37769 -4.24894
H 0.15783 -6.51327 -2.90954
H 2.12145 -4.60390 -3.54898
H 1.95612 -5.32521 -1.94213
O 0.14672 -0.28760 0.88944
C 0.70534 -1.10930 1.67094
C 2.18497 -1.01595 1.90082
C 2.96597 -2.23893 1.38153
C 2.93371 -3.43323 2.33157
C 1.54593 -4.04379 2.50044
C 0.55555 -3.09904 3.17344
N 0.01907 -2.06735 2.26606
H 2.36491 -0.89985 2.97577
H 2.51814 -0.10537 1.40594
H 4.00173 -1.93128 1.23524
H 2.57034 -2.52801 0.40290
H 3.31045 -3.12205 3.31191
H 3.62008 -4.19710 1.96520
H 1.61986 -4.94411 3.11125
H 1.14278 -4.34298 1.52797
H 1.02403 -2.60783 4.02913
H -0.30357 -3.65190 3.54541
H -0.95164 -2.14757 1.99520
*
```

=====

- energy of number 1 (C33H44BCl45O2)?
  -22167.3938 Ha

=====

- Which value of energy does entry 1 give?
  -22167.3938 Ha

=====

- Among the records above, which one has the lowest strongest force on any atom?
  C33H44CoN6O3S2

=====

- Which of these has the lowest energy?
  C33H44BCl45O2